Formula: C30H27IrN6O7S2
Source: the OMol25 dataset
Level of theory: ωB97M-V/def2-TZVPD

Each line ends with the Löwdin charge.
Cartesian coordinates (Å):
Ir -0.23 -2.41 -0.75  1.51
C 1.84 -2.62 1.80  -0.15
N 0.61 -2.93 1.08  -0.20
C -0.40 -3.22 1.81  -0.22
C -1.67 -3.48 1.22  -0.38
C -2.80 -3.95 1.86  -0.10
C -3.78 -4.06 0.89  -0.13
C -3.20 -3.63 -0.28  -0.20
N -1.93 -3.28 -0.08  -0.12
C 2.16 -1.15 1.79  -0.23
C 2.64 -0.51 2.93  -0.03
C 2.96 0.86 2.91  -0.12
C 2.80 1.59 1.73  -0.08
C 2.33 0.96 0.58  -0.14
C 2.01 -0.40 0.61  -0.15
H 2.67 -3.15 1.31  0.12
H 1.82 -3.00 2.83  0.11
H -0.36 -3.28 2.91  0.10
H -2.89 -4.20 2.91  0.08
H -4.80 -4.40 1.02  0.08
H -3.67 -3.58 -1.26  0.09
H 2.78 -1.06 3.86  0.10
H 3.33 1.35 3.80  0.09
H 3.05 2.65 1.71  0.11
H 2.20 1.53 -0.34  0.01
H 1.64 -0.88 -0.30  0.02
C 4.87 1.18 -2.58  -0.06
C 3.43 0.82 -2.73  -0.24
C 2.52 1.01 -1.67  -0.07
C 1.19 0.62 -1.80  -0.06
C 0.76 0.02 -2.98  -0.25
C 1.64 -0.18 -4.04  -0.06
C 2.98 0.21 -3.91  -0.04
S -0.98 -0.47 -3.15  0.63
O -1.66 0.57 -2.38  -0.34
O -1.21 -0.35 -4.59  -0.33
N -1.11 -1.94 -2.53  -0.36
C -0.62 -3.01 -3.40  -0.20
C -0.21 -4.27 -2.62  -0.62
O -0.42 -5.37 -3.23  -0.02
O 0.34 -4.11 -1.50  -0.17
H 5.01 1.95 -1.80  0.08
H 5.27 1.59 -3.51  0.07
H 5.45 0.30 -2.30  0.08
H 2.85 1.46 -0.74  0.03
H 0.49 0.76 -0.99  0.11
H 1.29 -0.67 -4.95  0.10
H 3.66 0.01 -4.73  0.10
H 0.27 -2.74 -3.99  0.11
H -1.39 -3.29 -4.13  0.12
O -4.60 7.00 1.43  -0.21
S -4.90 5.58 1.68  0.52
O -5.28 4.83 0.48  -0.18
O -5.73 5.32 2.86  -0.23
C -3.24 4.86 2.17  -0.36
N -2.49 5.59 3.02  0.04
C -1.31 5.04 3.32  -0.19
C -0.87 3.84 2.80  -0.04
C -1.72 3.16 1.94  -0.26
N -2.92 3.67 1.61  0.13
C -1.39 1.86 1.30  -0.14
C -2.24 1.31 0.32  0.00
C -1.93 0.10 -0.27  -0.15
N -0.84 -0.63 0.04  -0.10
C -0.03 -0.11 0.98  -0.17
C -0.26 1.10 1.63  0.02
H -0.69 5.62 4.00  0.09
H 0.11 3.47 3.08  0.09
H -3.15 1.83 0.02  0.11
H -2.59 -0.33 -1.02  0.10
H 0.85 -0.71 1.22  0.00
H 0.45 1.42 2.37  0.10
H 1.24 -1.68 -1.27  0.04

Values from the calculation:
⟨S²⟩ ... 6.0411
Kohn-Sham gap (spin up / spin down) ... 0.130 / 0.080 hartree
Lowest unoccupied orbital energy (spin up / spin down) ... 0.152 / -0.009 Ha
Total charge ... -2
Multiplicity ... 5


Formula: C30H28BrF5N2O3PdSSe
Source: the OMol25 dataset
Level of theory: ωB97M-V/def2-TZVPD

Each line ends with the Löwdin charge.
Cartesian coordinates (Å):
Pd -0.57 -0.14 0.07  0.80
N 0.43 1.72 0.55  -0.03
C 0.28 2.63 -0.60  -0.22
C -1.08 3.29 -0.53  -0.18
C -2.19 2.28 -0.65  -0.20
N -2.09 1.24 0.42  -0.02
H 0.27 2.19 1.43  0.12
H 1.38 1.32 0.55  0.08
H 0.40 2.05 -1.51  0.12
H 1.06 3.39 -0.59  0.14
H -1.17 4.01 -1.34  0.14
H -1.18 3.85 0.40  0.13
H -2.17 1.78 -1.61  0.12
H -3.15 2.80 -0.57  0.14
H -2.97 0.74 0.50  0.09
H -1.93 1.69 1.32  0.12
O 1.79 -0.13 -0.60  -0.62
S 2.71 -1.33 -0.97  1.04
C 4.35 -0.57 -0.92  -0.27
C 5.42 -1.58 -1.25  -0.30
C 6.33 -1.31 -2.27  -0.06
C 7.36 -2.21 -2.54  -0.06
C 7.46 -3.39 -1.82  -0.06
C 6.55 -3.66 -0.81  -0.06
C 5.54 -2.76 -0.52  -0.05
C 2.47 -1.53 -2.76  -0.24
C 2.87 -2.90 -3.24  -0.28
C 2.06 -3.99 -2.94  -0.06
C 2.39 -5.26 -3.40  -0.06
C 3.55 -5.44 -4.15  -0.06
C 4.37 -4.36 -4.43  -0.05
C 4.03 -3.09 -3.98  -0.04
H 4.43 -0.22 0.11  0.11
H 4.34 0.28 -1.60  0.10
H 6.26 -0.39 -2.83  0.12
H 8.08 -1.98 -3.32  0.12
H 8.26 -4.09 -2.03  0.11
H 6.64 -4.57 -0.23  0.11
H 4.84 -2.97 0.28  0.11
H 3.01 -0.72 -3.26  0.11
H 1.39 -1.37 -2.86  0.08
H 1.16 -3.84 -2.36  0.09
H 1.74 -6.10 -3.19  0.11
H 3.81 -6.43 -4.51  0.11
H 5.27 -4.50 -5.01  0.12
H 4.65 -2.25 -4.24  0.11
Br 1.62 -8.17 3.11  0.84
C 1.11 -6.50 2.43  -0.68
C 0.31 -5.67 3.20  -0.09
C -0.04 -4.43 2.71  0.01
C 0.38 -4.04 1.44  -0.14
C 1.17 -4.89 0.67  0.01
C 1.55 -6.13 1.17  -0.09
C -0.01 -2.72 0.92  -0.55
O -0.53 -1.86 1.63  0.01
O 0.21 -2.48 -0.38  -0.34
H -0.02 -5.99 4.18  0.11
H -0.65 -3.76 3.31  0.13
H 1.48 -4.59 -0.32  0.09
H 2.17 -6.79 0.58  0.11
F -6.08 -4.96 0.45  0.22
C -5.03 -4.29 0.10  -0.09
C -4.71 -3.11 0.78  -0.13
F -5.46 -2.71 1.79  0.18
C -3.63 -2.37 0.39  -0.21
F -3.37 -1.25 1.05  0.10
C -2.83 -2.76 -0.71  -0.40
Se -1.51 -1.76 -1.48  1.31
C -3.16 -3.99 -1.35  -0.23
F -2.42 -4.40 -2.36  0.14
C -4.23 -4.74 -0.95  -0.13
F -4.53 -5.87 -1.56  0.19

Values from the calculation:
Energy above the lowest of the compared OMol25 structures with the same formula, charge and spin ... 59.86 kcal/mol
Kohn-Sham gap (spin up / spin down) ... 0.172 / 0.172 hartree
Lowest unoccupied orbital energy (spin up / spin down) ... -0.319 / -0.318 Ha
Total charge ... +2


Formula: C30H28MoN3O9PSSe2
Source: the OMol25 dataset
Level of theory: ωB97M-V/def2-TZVPD

Each line ends with the Löwdin charge.
Cartesian coordinates (Å):
Mo -0.38 -1.17 -0.25  1.27
O 4.21 -4.44 4.09  0.03
C 3.86 -3.28 4.05  -0.76
O 4.08 -2.23 4.63  0.02
C 2.79 -2.93 2.92  -0.06
C 3.26 -2.48 1.68  0.03
C 2.35 -2.09 0.72  -0.10
N 1.03 -2.06 0.96  -0.10
C 0.58 -2.47 2.17  -0.17
C 1.43 -2.92 3.17  0.09
C -0.90 -2.31 2.30  -0.52
O -1.57 -2.70 3.24  0.14
O -1.33 -1.68 1.24  -0.33
H 4.31 -2.47 1.46  0.13
H 2.67 -1.78 -0.26  0.10
H 1.01 -3.25 4.11  0.14
Se 0.16 1.16 0.85  0.45
P -2.01 1.24 0.59  0.26
Se -2.50 0.03 -1.18  0.37
C -2.45 2.99 0.38  -0.41
C -2.59 3.80 1.50  -0.07
C -2.73 5.17 1.32  -0.07
C -2.72 5.71 0.04  -0.07
C -2.57 4.89 -1.07  -0.07
C -2.43 3.53 -0.90  -0.11
C -2.98 0.65 2.02  -0.42
C -2.43 0.47 3.28  -0.10
C -3.26 0.09 4.33  -0.06
C -4.61 -0.11 4.11  -0.06
C -5.16 0.06 2.84  -0.06
C -4.34 0.45 1.80  -0.10
H -2.59 3.37 2.49  0.11
H -2.83 5.81 2.17  0.11
H -2.82 6.77 -0.09  0.11
H -2.54 5.32 -2.06  0.11
H -2.33 2.87 -1.75  0.06
H -1.37 0.62 3.44  0.10
H -2.84 -0.05 5.31  0.11
H -5.24 -0.42 4.92  0.11
H -6.21 -0.09 2.67  0.11
H -4.74 0.58 0.80  0.09
O 2.74 -0.74 -2.48  0.14
C 1.55 -0.47 -2.54  -0.50
O 0.70 -0.79 -1.62  -0.32
C 0.93 0.32 -3.68  -0.23
N 1.72 0.27 -4.91  -0.03
C 1.35 1.49 -5.62  -0.18
C 1.29 2.59 -4.54  -0.14
C 0.82 1.83 -3.29  -0.10
H -0.07 -0.09 -3.89  0.15
H 1.65 -1.02 -5.97  0.04
H 2.70 0.28 -4.65  0.14
H 0.37 1.32 -6.06  0.13
H 2.07 1.71 -6.41  0.13
H 0.61 3.40 -4.81  0.11
H 2.28 3.00 -4.39  0.11
H -0.20 2.08 -3.01  0.10
H 1.47 2.05 -2.44  0.12
N -1.10 -3.29 -0.94  0.03
C -0.38 -3.36 -2.15  -0.34
C -0.96 -2.89 -3.32  -0.03
C -0.22 -2.85 -4.49  -0.05
C 1.10 -3.27 -4.48  -0.26
C 1.69 -3.75 -3.32  -0.03
C 0.94 -3.82 -2.16  -0.01
S 2.06 -3.15 -5.99  0.59
O 3.44 -3.01 -5.64  -0.27
O 1.67 -4.21 -6.87  -0.25
O 1.49 -1.81 -6.58  -0.19
H -2.11 -3.31 -1.09  0.12
H -0.84 -4.03 -0.28  0.13
H -1.98 -2.53 -3.31  0.11
H -0.65 -2.49 -5.41  0.13
H 2.73 -4.03 -3.35  0.13
H 1.37 -4.20 -1.24  0.12

Values from the calculation:
Energy above the lowest of the compared OMol25 structures with the same formula, charge and spin ... 0.00 kcal/mol
Kohn-Sham gap (spin up / spin down) ... 0.202 / 0.205 hartree
Lowest unoccupied orbital energy (spin up / spin down) ... -0.079 / -0.077 Ha
Total charge ... 0


Formula: C30H28N2SiW
Source: the OMol25 dataset
Level of theory: ωB97M-V/def2-TZVPD

Each line ends with the Löwdin charge.
Cartesian coordinates (Å):
C 0.94 -1.58 -1.56  -0.20
C 2.11 -1.24 -0.82  -0.12
C 2.13 -2.06 0.34  -0.16
H 2.88 -0.50 -1.09  0.15
C 1.06 -3.00 0.24  -0.20
C 0.32 -2.70 -0.94  -0.18
H -0.61 -3.22 -1.25  0.15
H 0.56 -1.11 -2.47  0.12
H 2.83 -2.05 1.17  0.12
H 0.91 -3.84 0.89  0.12
W 0.08 -1.02 0.42  1.30
C -0.34 1.30 1.85  -0.15
H 0.07 0.81 2.73  0.01
H -1.17 0.66 1.47  0.00
H -0.78 2.25 2.25  0.06
Si 1.12 2.17 0.54  0.87
C 0.91 3.33 -0.92  -0.30
C 1.82 3.01 -1.98  -0.12
H 2.76 2.48 -1.75  0.10
C 1.41 3.09 -3.31  -0.07
H 2.03 2.64 -4.09  0.12
C 0.19 3.72 -3.62  -0.06
H -0.15 3.74 -4.65  0.11
C -0.56 4.33 -2.58  -0.07
H -1.46 4.89 -2.85  0.12
C -0.18 4.17 -1.24  -0.09
H -0.78 4.65 -0.46  0.11
C 2.88 1.84 1.19  -0.28
C 4.12 2.40 0.81  -0.08
H 4.17 3.31 0.21  0.11
C 5.32 1.81 1.20  -0.05
H 6.28 2.20 0.86  0.12
C 5.29 0.66 2.01  -0.05
H 6.22 0.12 2.23  0.12
C 4.08 0.15 2.49  -0.08
H 4.05 -0.72 3.16  0.12
C 2.90 0.78 2.12  -0.16
H 1.99 0.40 2.58  0.06
H 0.63 0.40 -0.81  0.07
H 1.34 1.21 -0.61  -0.02
C -3.01 0.66 -2.25  0.01
C -1.74 0.24 -1.89  -0.05
N -1.57 -0.56 -0.78  -0.08
C -2.68 -1.23 -0.26  -0.13
C -3.98 -0.95 -0.72  -0.13
C -4.13 0.04 -1.70  0.05
C -5.10 -1.65 -0.12  0.03
C -4.91 -2.62 0.85  0.03
C -3.59 -2.91 1.33  -0.12
C -3.30 -3.88 2.30  0.05
C -1.99 -4.06 2.72  0.00
C -0.98 -3.23 2.29  -0.08
N -1.23 -2.26 1.38  -0.09
C -2.50 -2.15 0.82  -0.12
H -3.10 1.47 -2.97  0.13
H -0.83 0.57 -2.40  0.12
H -5.14 0.28 -1.99  0.14
H -6.11 -1.43 -0.46  0.13
H -5.72 -3.20 1.29  0.13
H -4.10 -4.46 2.74  0.14
H -1.71 -4.81 3.45  0.13
H 0.04 -3.35 2.62  0.12

Values from the calculation:
Energy above the lowest of the compared OMol25 structures with the same formula, charge and spin ... 77.90 kcal/mol
⟨S²⟩ ... 2.0207
Kohn-Sham gap (spin up / spin down) ... 0.219 / 0.215 hartree
Lowest unoccupied orbital energy (spin up / spin down) ... -0.253 / -0.269 Ha
Total charge ... +2
Multiplicity ... 3


Formula: C30H28N4O6
Source: the OMol25 dataset
Level of theory: ωB97M-V/def2-TZVPD

Each line ends with the Löwdin charge.
Cartesian coordinates (Å):
O 2.83 3.28 1.64  0.13
C 2.85 4.19 0.86  -0.49
O 3.77 5.16 0.82  0.02
C 4.88 5.05 1.70  -0.10
C 6.13 4.63 0.97  -0.19
C 6.08 3.70 -0.05  -0.01
C 7.24 3.31 -0.70  -0.07
C 8.46 3.85 -0.32  -0.10
C 8.52 4.78 0.70  -0.09
C 7.36 5.18 1.34  -0.05
H 7.40 5.91 2.14  0.11
H 9.46 5.21 0.99  0.10
H 9.37 3.55 -0.83  0.10
H 7.19 2.59 -1.49  0.10
H 5.13 3.27 -0.35  0.09
H 5.01 6.04 2.16  0.13
H 4.64 4.32 2.48  0.13
C 1.79 4.42 -0.22  -0.05
N 1.21 3.16 -0.61  0.10
C 2.02 2.19 -1.05  -0.42
O 3.21 2.34 -1.29  0.06
C 1.38 0.88 -1.28  -0.07
C 0.11 0.33 -1.14  -0.12
N 0.15 -0.99 -1.50  0.12
C 1.38 -1.23 -1.85  -0.15
N 2.16 -0.14 -1.74  0.14
H 3.14 -0.02 -1.93  0.17
H 1.73 -2.19 -2.19  0.12
C -1.15 0.92 -0.66  -0.39
O -1.27 2.08 -0.28  0.05
N -2.16 0.05 -0.70  0.12
C -3.48 0.31 -0.19  -0.18
C -3.72 -0.44 1.13  -0.45
O -4.71 -0.31 1.80  0.13
O -2.72 -1.27 1.39  0.02
C -2.86 -2.19 2.47  -0.09
C -2.87 -3.59 1.93  -0.19
C -3.76 -4.54 2.41  -0.04
C -3.75 -5.83 1.92  -0.09
C -2.86 -6.18 0.92  -0.10
C -1.97 -5.24 0.42  -0.09
C -1.97 -3.95 0.93  -0.03
H -1.28 -3.21 0.54  0.11
H -1.28 -5.51 -0.36  0.11
H -2.85 -7.19 0.53  0.10
H -4.45 -6.56 2.30  0.10
H -4.46 -4.26 3.19  0.12
H -3.78 -1.97 3.02  0.13
H -1.99 -2.03 3.13  0.14
H -3.55 1.39 0.00  0.16
C -4.56 -0.14 -1.19  -0.07
C -4.52 -1.63 -1.37  -0.23
C -5.31 -2.46 -0.58  -0.03
C -5.24 -3.83 -0.71  -0.07
C -4.37 -4.40 -1.63  -0.10
C -3.58 -3.58 -2.42  -0.08
C -3.65 -2.21 -2.29  -0.05
H -3.04 -1.58 -2.92  0.11
H -2.90 -4.02 -3.14  0.10
H -4.32 -5.47 -1.73  0.10
H -5.86 -4.47 -0.10  0.11
H -5.99 -2.02 0.14  0.12
H -5.53 0.17 -0.79  0.13
H -4.39 0.37 -2.14  0.13
H -1.93 -0.90 -0.97  0.11
H 0.24 2.93 -0.37  0.10
H 1.00 5.07 0.18  0.14
H 2.27 4.92 -1.07  0.14

Values from the calculation:
Energy above the lowest of the compared OMol25 structures with the same formula, charge and spin ... 1.87 kcal/mol
Kohn-Sham gap ... 0.353 hartree
Lowest unoccupied orbital energy ... 0.019 Ha
Total charge ... 0


Formula: C30H29AsBrCl3N7S2V
Source: the OMol25 dataset
Level of theory: ωB97M-V/def2-TZVPD

Each line ends with the Löwdin charge.
Cartesian coordinates (Å):
V 1.06 -0.95 0.17  -0.19
C -0.32 4.46 3.78  0.01
C -0.18 2.99 3.91  -0.33
N -0.40 2.29 4.97  0.15
N -0.14 1.01 4.58  0.04
C 0.22 0.88 3.30  -0.70
S 0.55 -0.64 2.61  0.64
N 0.23 2.17 2.86  -0.07
N 0.51 2.57 1.57  0.15
H -0.59 4.87 4.75  0.10
H -1.10 4.70 3.06  0.07
H 0.61 4.92 3.45  0.09
H -0.25 0.25 5.23  0.16
H 1.32 3.18 1.57  0.07
H -0.30 3.06 1.19  0.09
N 4.75 -1.18 1.28  0.12
C 4.07 -1.97 0.43  -0.79
S 2.62 -2.71 0.97  0.64
N 4.57 -2.10 -0.80  0.09
C 4.08 -2.90 -1.87  -0.30
C 3.70 -4.22 -1.67  -0.06
C 3.23 -4.95 -2.75  -0.06
C 3.18 -4.39 -4.02  -0.08
C 3.59 -3.08 -4.21  -0.09
C 4.04 -2.33 -3.13  -0.07
H 4.38 -1.09 2.21  0.10
H 5.64 -0.77 1.06  0.11
H 5.37 -1.52 -1.03  0.15
H 3.76 -4.66 -0.69  0.09
H 2.92 -5.98 -2.60  0.11
H 2.82 -4.97 -4.85  0.11
H 3.55 -2.63 -5.19  0.11
H 4.34 -1.30 -3.27  0.11
Cl 5.44 1.98 -0.95  0.63
C 4.11 2.36 0.17  -1.60
Cl 3.38 3.92 -0.31  0.62
Cl 4.69 2.48 1.83  0.63
C 3.12 1.31 0.10  -0.36
N 2.32 0.48 0.06  0.03
Br 0.81 -1.83 -2.03  0.25
C -3.48 3.31 2.30  -0.09
C -3.15 3.56 0.98  -0.08
C -2.55 2.57 0.20  -0.11
C -2.28 1.32 0.75  -0.38
C -2.64 1.07 2.08  -0.13
C -3.23 2.06 2.85  -0.08
As -1.36 -0.07 -0.27  1.23
C -2.52 -1.56 0.14  -0.38
C -3.90 -1.39 0.25  -0.12
C -4.71 -2.47 0.58  -0.07
C -4.15 -3.72 0.82  -0.07
C -2.77 -3.89 0.72  -0.07
C -1.96 -2.81 0.38  -0.12
C -1.81 0.45 -2.08  -0.42
C -0.97 1.36 -2.71  -0.15
C -1.24 1.79 -4.00  -0.08
C -2.34 1.28 -4.68  -0.07
C -3.17 0.35 -4.06  -0.07
C -2.91 -0.07 -2.76  -0.08
H -3.95 4.08 2.90  0.11
H -3.37 4.52 0.53  0.11
H -2.32 2.77 -0.84  0.10
H -2.46 0.09 2.51  0.10
H -3.51 1.85 3.87  0.11
H -4.35 -0.42 0.09  0.11
H -5.78 -2.33 0.66  0.11
H -4.78 -4.56 1.08  0.11
H -2.33 -4.86 0.90  0.11
H -0.90 -2.98 0.28  0.06
H -0.09 1.73 -2.19  0.10
H -0.58 2.50 -4.48  0.11
H -2.55 1.60 -5.69  0.11
H -4.02 -0.05 -4.59  0.11
H -3.55 -0.80 -2.30  0.10

Values from the calculation:
Energy above the lowest of the compared OMol25 structures with the same formula, charge and spin ... 0.00 kcal/mol
⟨S²⟩ ... 0.7778
Kohn-Sham gap (spin up / spin down) ... 0.274 / 0.240 hartree
Lowest unoccupied orbital energy (spin up / spin down) ... -0.094 / -0.100 Ha
Total charge ... +1
Multiplicity ... 2


Values of total energy, in order: -2914.8239; -7495.4402; -7612.1609; -1625.3611; -1830.5882; -9474.4597, all in Eh.